Molecular formula: H23O11
Method: DFT, wB97M-V/def2-TZVPD

The total energy is -841.1724 Eh. The calculation puts the energy above the lowest of the compared OMol25 structures with the same formula, charge and spin at 68.85 kcal/mol. As for the total charge: +1. As for the HOMO-LUMO gap: 11.07 eV. The largest force on an atom is 1.923 eV/A.

XYZ file:
```
34
H23O11 wB97M-V/def2-TZVPD
O -1.45786 1.81926 1.11488
H 0.68824 0.40907 1.67445
H -0.76323 2.11766 0.45885
O 1.95111 -0.74745 0.87190
H -2.15338 1.37011 0.42929
H -3.07040 2.74684 -0.71746
O 0.48021 0.99528 2.44091
H 0.58085 3.09507 -1.02476
H -2.20584 -2.69828 3.35259
O 0.34199 -0.68263 -4.31938
H 0.53738 -1.50145 -4.77390
H -0.23101 3.11776 -3.89257
O 1.60500 -4.43471 0.47625
H -1.80913 -2.24348 2.06657
H 2.52349 -1.26645 0.30217
O 1.60743 0.52271 -2.11616
H 1.22027 -0.17276 -2.67220
H -0.68654 1.36742 1.73410
O -2.86555 1.81424 -0.78384
H 0.11402 0.26992 2.96438
O -0.76137 2.55757 -3.33382
H -1.54877 2.80132 -3.84886
H 2.09954 -0.93513 1.80467
O 0.65984 -1.40947 3.71471
H -2.01882 1.85011 -1.27517
H 0.70863 -0.98144 4.57437
O 0.35441 2.23742 -0.64371
H -0.16989 -1.93973 3.61086
H 0.87463 1.66463 -1.28481
O -1.41606 -2.73300 2.80807
H -0.36101 -0.24429 -4.78148
H 1.61826 0.22349 -1.19957
H 1.12181 -4.63645 1.29737
H 2.43175 -4.35316 0.97128
```

Per-atom Mulliken charges, elementary charge units: -0.610 0.422 0.455 -0.675 0.533 0.385 -0.655 0.306 0.345 -0.633 0.302 0.290 -0.626 0.324 0.293 -0.656 0.382 0.548 -0.705 0.405 -0.549 0.288 0.237 -0.716 0.358 0.297 -0.651 0.418 0.361 -0.682 0.294 0.291 0.312 0.311

***

Molecular formula: C4H12N2
Method: DFT, wB97M-V/def2-TZVPD

The total energy is -269.0389 Eh. The calculation puts the energy above the lowest of the compared OMol25 structures with the same formula, charge and spin at 48.63 kcal/mol. Its SMILES is C=CN.CNC. As for the HOMO-LUMO gap: 9.27 eV. The largest force on an atom is 1.796 eV/A.

XYZ file:
```
18
C4H12N2 wB97M-V/def2-TZVPD
C 2.97409 0.50026 -0.15760
C 1.63792 0.37344 0.00238
N 1.01464 -0.16946 1.14176
H 3.67094 0.00586 0.48490
H 3.28040 1.29892 -0.80979
H 0.97659 0.95071 -0.65294
H 1.49739 -0.91390 1.62603
H 0.06372 -0.50034 1.02863
C -1.09284 -1.02176 -1.24716
N -1.99500 -0.44328 -0.20081
C -2.00964 0.84564 0.48448
H -0.14402 -1.39871 -0.83970
H -0.71730 -0.36961 -2.06700
H -1.78954 -1.75386 -1.66584
H -2.95358 -0.73683 -0.27692
H -2.71859 1.49328 -0.02394
H -2.21780 0.75515 1.55900
H -1.03002 1.35285 0.39773
```

Per-atom Mulliken charges, elementary charge units: -0.890 0.241 -0.466 0.266 0.232 0.174 0.227 0.188 -0.713 -0.310 -0.867 0.222 0.227 0.327 0.208 0.348 0.261 0.324

***

Molecular formula: C66H147BN7O9
Method: DFT, wB97M-V/def2-TZVPD

The total energy is -3686.9642 Eh. As for the total charge: +3. As for the HOMO-LUMO gap: 5.40 eV. The largest force on an atom is 7.074 eV/A.

XYZ file:
```
230
C66H147BN7O9 wB97M-V/def2-TZVPD
B 0.31018 -0.34446 0.30055
H -0.33812 0.39156 0.75022
H 0.11703 -0.30890 -0.76043
H 1.31883 0.00681 0.45371
H 0.22249 -1.37824 0.59698
C -3.66900 -6.74200 -8.34142
C -4.13845 -6.66751 -6.90764
C -3.30808 -5.65226 -6.11504
N -3.91223 -5.31126 -4.71874
C -3.71072 -6.50099 -3.78521
C -2.23796 -6.78483 -3.33804
C -1.44099 -5.56708 -2.84248
C -1.68719 -4.32273 -3.75551
C -3.10084 -4.04606 -4.24770
C -5.40328 -4.80872 -4.74681
H -4.41253 -7.28322 -8.92651
H -2.80758 -7.40967 -8.35810
H -3.45752 -5.80151 -8.85019
H -4.22104 -7.58117 -6.31901
H -5.19207 -6.39164 -6.95078
H -3.22321 -4.69470 -6.62884
H -2.36153 -6.09693 -5.80778
H -4.15846 -7.44287 -4.10220
H -4.14830 -6.15504 -2.84876
H -1.66949 -7.48466 -3.95057
H -2.22169 -7.56383 -2.57581
H -0.38096 -5.81888 -2.81028
H -1.51214 -5.24417 -1.80384
H -1.13295 -4.41748 -4.68928
H -1.27863 -3.41772 -3.30590
H -3.07086 -3.36005 -5.09422
H -3.61778 -3.47301 -3.47797
H -5.44935 -3.96125 -5.43075
H -5.61630 -4.65149 -3.68945
H -6.07146 -5.56910 -5.15111
C 5.41571 0.96086 0.69267
C 5.79970 1.20556 2.14080
C 7.08931 1.96663 2.23930
N 7.72181 1.91743 3.69502
C 8.75114 3.07328 3.86027
C 9.26678 3.39975 5.26695
C 8.12071 3.68681 6.21633
C 7.02280 2.59538 6.14946
C 6.59074 2.19784 4.70877
C 8.56433 0.59564 3.97318
H 5.43518 1.85514 0.06978
H 4.40656 0.58285 0.52892
H 6.15375 0.41088 0.10878
H 5.86372 0.21763 2.59688
H 5.02202 1.73315 2.69304
H 7.08360 2.97082 1.81542
H 7.88671 1.41674 1.73942
H 8.07086 3.90210 3.66443
H 9.42124 2.88976 3.02039
H 10.00703 4.19717 5.33218
H 9.88488 2.55482 5.57052
H 7.56999 4.62413 6.13727
H 8.62899 3.70558 7.18039
H 6.20513 2.76467 6.85006
H 7.42800 1.68530 6.59181
H 6.01102 2.99099 4.23659
H 6.03627 1.25942 4.70214
H 7.86566 -0.24069 3.99538
H 9.02600 0.66301 4.95829
H 9.20856 0.40508 3.11484
C 2.69362 2.67651 6.44914
C 1.78912 3.20549 5.30052
C 2.45214 2.71244 4.01312
N 1.58310 3.06012 2.70224
C 2.48552 2.55797 1.48241
C 1.90729 2.96905 0.15749
C 1.61100 4.49153 0.04026
C 0.85967 4.97710 1.29345
C 1.49542 4.61203 2.62515
C 0.19854 2.36001 2.72476
H 2.52996 3.34743 7.29245
H 3.75664 2.70411 6.20969
H 2.34371 1.72816 6.85691
H 1.41967 4.22299 5.42816
H 0.83094 2.70372 5.43536
H 2.57772 1.63343 3.92321
H 3.42868 3.16941 3.85292
H 3.52883 2.86971 1.53145
H 2.36526 1.48148 1.60417
H 2.72746 2.85531 -0.55139
H 0.97951 2.52813 -0.20707
H 2.52478 5.05957 -0.13424
H 1.04639 4.67507 -0.87386
H 0.86514 6.06471 1.22131
H -0.17774 4.67251 1.43173
H 2.56146 4.79941 2.75383
H 0.82407 4.91738 3.42773
H 0.28868 1.28846 2.90292
H -0.13331 2.47904 1.69335
H -0.37467 2.94624 3.44301
C -6.22913 2.12710 1.08485
C -5.99890 0.63708 1.14634
C -4.62111 0.39469 1.84747
N -3.79753 -0.89523 1.55887
C -4.66486 -2.19876 1.35356
C -5.28870 -2.44205 2.71170
C -4.30101 -2.87757 3.76292
C -3.31736 -1.79991 3.80461
C -2.72818 -1.20213 2.56041
C -3.08543 -0.74253 0.20722
H -6.03674 2.48185 2.09740
H -7.20881 2.46628 0.74827
H -5.51537 2.59733 0.40846
H -6.12483 0.25559 0.13307
H -6.80126 0.02407 1.55685
H -4.79334 0.42187 2.92343
H -3.91943 1.17410 1.55033
H -5.46875 -2.04077 0.63460
H -4.08389 -3.06124 1.02688
H -6.00303 -1.66522 2.98442
H -5.97767 -3.28670 2.71362
H -4.78756 -3.16218 4.69585
H -3.75958 -3.76446 3.43375
H -3.65978 -0.96571 4.41694
H -2.49796 -2.27552 4.34356
H -2.10615 -0.32133 2.71969
H -2.19338 -2.05922 2.15116
H -3.85519 -0.56974 -0.54492
H -2.82070 -1.75563 -0.09549
H -2.24959 -0.06628 0.02788
C 0.48775 -0.80859 5.22395
C 0.77033 -2.09013 4.45956
C 2.11232 -2.01103 3.60229
N 2.43486 -3.19164 2.61584
C 1.19570 -4.06117 2.12890
C 1.51280 -5.05040 1.09280
C 2.31296 -4.44999 -0.12036
C 3.48425 -3.67269 0.36122
C 3.19728 -2.59570 1.40125
C 3.36699 -4.07627 3.45430
H 1.34822 -0.53514 5.83462
H -0.36655 -0.97731 5.87953
H 0.27567 0.09983 4.66015
H -0.13768 -2.35145 3.91613
H 0.79153 -2.92283 5.16259
H 3.03129 -1.76485 4.13424
H 1.83180 -1.13726 3.01412
H 0.40252 -3.38780 1.80402
H 0.90801 -4.63279 3.01127
H 0.65016 -5.63342 0.77025
H 2.15935 -5.70082 1.68190
H 1.60778 -3.89612 -0.74009
H 2.64919 -5.24452 -0.78652
H 3.95920 -3.18617 -0.49074
H 4.20546 -4.40721 0.71960
H 2.47653 -1.81775 1.14938
H 4.09405 -2.07616 1.73884
H 3.91823 -4.80340 2.85804
H 2.86223 -4.62010 4.25278
H 4.07202 -3.44015 3.98944
C 5.38989 0.46276 -2.80203
C 3.91777 0.10765 -2.60493
C 3.31447 -0.33953 -3.94783
N 1.89970 -1.00913 -3.90052
C 0.83994 0.06870 -3.65571
C -0.55810 -0.48729 -3.93950
C -0.71742 -0.79813 -5.40691
C 0.28928 -1.87593 -5.83358
C 1.75466 -1.48451 -5.42682
C 1.74043 -2.18235 -2.94966
H 5.94216 -0.47474 -2.73719
H 5.72357 1.07941 -1.96747
H 5.51833 0.97552 -3.75527
H 3.47273 1.06911 -2.34878
H 3.64241 -0.67559 -1.89867
H 3.95357 -1.12466 -4.35182
H 3.23540 0.49887 -4.63989
H 1.13679 0.72883 -4.47070
H 1.06203 0.60345 -2.73224
H -1.33295 0.24255 -3.70494
H -0.90682 -1.26440 -3.25935
H -0.45559 -0.00298 -6.10496
H -1.73619 -1.07963 -5.67328
H 0.17901 -1.92522 -6.91688
H 0.03371 -2.86529 -5.45420
H 2.07725 -0.62776 -6.01845
H 2.45207 -2.30434 -5.59888
H 2.57823 -2.83301 -3.20034
H 0.77805 -2.66598 -3.11708
H 1.83644 -1.71708 -1.96864
C -6.72868 4.30339 -3.25310
C -5.63760 5.37525 -2.93896
C -4.41330 4.86367 -2.17485
N -3.60571 5.87994 -1.35261
C -2.44265 5.02685 -0.80858
C -2.76571 4.09387 0.36367
C -3.44124 4.81774 1.54370
C -4.62584 5.66539 1.03143
C -4.36068 6.54143 -0.12018
C -3.10370 7.03190 -2.19507
H -7.41007 4.74611 -3.97961
H -7.28824 3.99881 -2.36867
H -6.49895 3.30876 -3.63525
H -6.14659 6.26793 -2.57542
H -5.34338 5.73755 -3.92398
H -3.68649 4.42466 -2.85830
H -4.63432 4.10295 -1.42614
H -1.89517 4.51446 -1.59966
H -1.77712 5.82097 -0.47015
H -3.42600 3.24865 0.16943
H -1.83454 3.70617 0.77685
H -3.92745 4.17117 2.27422
H -2.68538 5.34235 2.12813
H -5.54219 5.08954 0.90179
H -4.92068 6.23498 1.91276
H -5.38653 6.84161 -0.33380
H -3.69523 7.31587 0.26125
H -2.65486 7.79639 -1.56085
H -3.96772 7.41662 -2.73687
H -2.33346 6.59434 -2.83018
O -4.00475 1.38597 -2.97310
C -4.85538 0.42111 -3.15727
O -4.36930 -0.72818 -3.38926
O -6.08920 0.52576 -3.03264
H -3.28071 0.76853 -2.84610
O -0.85529 3.44563 -3.76019
C 0.13227 3.64177 -4.59245
O 0.73721 4.66335 -4.58766
O 0.23327 2.73590 -5.44097
H -1.04722 2.59353 -4.15854
O -2.38267 -6.45322 0.37022
C -2.19025 -5.80826 1.52919
O -1.87646 -4.65346 1.25352
O -2.19584 -6.32409 2.69020
H -2.12066 -5.67881 -0.13301
```

These are the Mulliken partial charges, in e, on atoms 1 to 99: 5.677 -1.214 -1.081 -1.598 -1.359 -1.381 -0.446 -0.577 0.378 -0.805 -0.986 0.138 1.206 -1.598 -0.933 0.395 0.362 0.355 0.358 0.297 0.452 0.379 0.397 0.578 0.476 0.595 0.345 -0.654 0.081 -0.756 0.444 0.456 0.367 0.425 0.356 -2.198 1.765 -1.266 0.168 -0.760 -0.746 -0.719 -0.868 -0.828 -0.873 0.635 0.220 0.806 0.226 -0.635 0.259 0.377 0.445 0.514 0.434 0.335 0.337 0.388 0.405 0.387 0.585 0.454 0.356 0.405 0.377 -1.250 -0.530 -0.359 1.013 0.548 0.218 -1.535 0.098 -0.958 0.494 0.444 0.165 0.286 0.506 0.303 0.114 0.453 0.427 -0.627 0.175 -0.641 0.481 0.583 0.699 -0.506 0.288 0.496 -1.153 -0.514 0.606 -1.385 -0.587 -0.240 0.868

***

Molecular formula: C4H6N2O5
Method: DFT, wB97M-V/def2-TZVPD

The total energy is -641.4262 Eh. The calculation puts the energy above the lowest of the compared OMol25 structures with the same formula, charge and spin at 71.12 kcal/mol. As for the HOMO-LUMO gap: 8.75 eV. The largest force on an atom is 3.910 eV/A.

XYZ file:
```
17
C4H6N2O5 wB97M-V/def2-TZVPD
C -0.82324 0.60440 1.54923
C -0.78572 0.11885 -0.57632
C 0.31898 -0.61940 0.25266
C -0.27814 1.19190 -1.51660
N 1.68000 -0.14064 0.21471
N 0.14454 -2.03509 0.44410
O 1.83445 1.04466 0.43548
O 2.55394 -0.92774 -0.04616
O 0.88788 -2.57431 1.22970
O -0.77268 -2.56277 -0.15042
O -1.64281 0.59542 0.47733
H -1.25165 0.22982 2.47193
H -0.01773 1.33568 1.60223
H -1.37552 -0.62454 -1.12975
H 0.28240 1.95490 -0.97892
H -1.12459 1.66137 -2.01059
H 0.36991 0.74748 -2.26863
```

Per-atom Mulliken charges, elementary charge units: -0.184 0.329 -0.111 -1.357 0.992 0.950 -0.603 -0.575 -0.572 -0.600 -0.370 0.312 0.288 0.443 0.329 0.371 0.359

***

Q: Which of these has the lowest HOMO-LUMO gap?
A: C66H147BN7O9